{"formula": "C13H15Cl2NO4S", "method": "ωB97M-V/def2-TZVPD", "homo_ev": -9.34, "smiles": "O=S(=O)(c1cc(Cl)ccc1Cl)N1CCC2(CC1)OCCO2", "orbital_gap_ev": 9.7, "e_lumo_ev": 0.383, "symbols": ["Cl", "Cl", "S", "O", "O", "O", "O", "N", "C", "C", "C", "C", "C", "C", "C", "C", "C", "C", "C", "C", "C", "H", "H", "H", "H", "H", "H", "H", "H", "H", "H", "H", "H", "H", "H", "H"], "positions_angstrom": [[-2.657, -0.545, -1.262], [-0.692, -4.179, 3.351], [0.426, -0.984, -0.899], [1.729, -1.309, -0.396], [1.301, 4.350, 0.218], [0.115, -1.335, -2.249], [2.747, 3.450, -1.301], [0.051, 0.630, -0.670], [1.576, 3.186, -0.550], [-0.323, -2.563, 1.229], [0.568, 1.167, 0.574], [-2.132, -1.549, 0.014], [-2.606, -2.973, 1.885], [-3.051, -2.163, 0.857], [-0.775, -1.753, 0.206], [0.280, 1.456, -1.851], [0.363, 2.923, -1.464], [-1.242, -3.172, 2.071], [3.007, 4.834, -1.241], [1.845, 1.965, 0.351], [2.402, 5.226, 0.108], [-0.537, 3.230, -0.932], [0.740, -2.705, 1.343], [2.248, 2.309, 1.304], [-4.106, -2.004, 0.702], [2.032, 6.250, 0.149], [1.208, 1.159, -2.355], [0.462, 3.532, -2.363], [2.587, 1.333, -0.138], [4.083, 4.984, -1.307], [-0.200, 1.801, 1.031], [0.762, 0.320, 1.235], [3.115, 5.051, 0.924], [2.503, 5.359, -2.064], [-0.551, 1.280, -2.538], [-3.312, -3.454, 2.543]], "forces_ev_per_angstrom": [[-0.79, 0.20, -0.33], [0.11, -0.19, 0.24], [-0.43, 0.14, 0.36], [0.06, 0.04, 0.28], [-0.26, -0.09, -0.14], [-0.10, 0.18, -0.13], [0.05, -0.27, 0.11], [0.32, -1.13, -0.18], [-0.34, -0.45, 0.06], [0.05, -0.10, 0.12], [0.24, 0.22, 0.58], [0.00, -0.19, 0.24], [0.21, -0.03, 0.03], [0.21, 0.13, -0.17], [0.35, 0.31, -0.36], [-0.09, 0.09, -0.71], [0.30, -0.08, 0.29], [-0.12, 0.28, -0.38], [-0.21, 0.41, 0.09], [-0.07, 0.17, -0.17], [0.44, 0.00, -0.09], [-0.06, 0.02, -0.01], [0.09, -0.07, 0.11], [0.06, 0.03, -0.03], [-0.10, 0.03, -0.03], [0.08, -0.02, 0.00], [-0.07, 0.10, -0.09], [-0.04, 0.02, 0.03], [0.02, -0.02, 0.04], [-0.05, 0.05, -0.01], [0.04, -0.11, 0.05], [-0.04, 0.23, 0.19], [-0.05, 0.07, -0.07], [0.08, -0.01, 0.07], [0.16, 0.07, -0.06], [-0.05, -0.04, 0.07]], "mulliken_charge": [-0.155, -0.208, 1.354, -0.692, -0.452, -0.719, -0.438, 0.300, 1.533, -0.286, -1.073, 0.293, -0.454, -0.595, -0.316, -0.761, -1.437, 0.120, -0.368, -1.270, -0.388, 0.355, 0.565, 0.426, 0.433, 0.322, 0.437, 0.434, 0.393, 0.325, 0.349, 0.634, 0.260, 0.254, 0.397, 0.426]}



{"formula": "C13H15MnN7PS", "method": "ωB97M-V/def2-TZVPD", "total_charge": 2, "homo_ev": [-15.10, -15.39], "multiplicity": 5, "orbital_gap_ev": [6.2, 8.1], "e_lumo_ev": [-8.951, -7.328], "s2": 6.074, "symbols": ["Mn", "S", "P", "N", "N", "N", "N", "N", "N", "N", "C", "C", "C", "C", "C", "C", "C", "C", "C", "C", "C", "C", "C", "H", "H", "H", "H", "H", "H", "H", "H", "H", "H", "H", "H", "H", "H", "H"], "positions_angstrom": [[0.000, 0.017, -2.379], [-0.016, -3.294, -5.447], [0.003, 0.343, 1.116], [0.008, 3.064, 0.278], [2.383, -1.194, 0.923], [-1.471, -0.778, -1.024], [-0.005, -1.233, -3.602], [1.470, -0.784, -1.026], [0.003, 1.642, -1.377], [-2.387, -1.179, 0.926], [-2.670, -1.182, 2.356], [-2.587, -1.538, -1.225], [2.579, -1.552, -1.229], [-1.370, -0.562, 0.290], [1.370, -0.569, 0.288], [2.668, -1.202, 2.353], [0.010, 3.616, 1.630], [-0.010, -2.141, -4.403], [0.005, 1.762, -0.048], [0.005, 2.911, -1.909], [0.007, 3.800, -0.877], [-3.164, -1.790, -0.016], [3.155, -1.810, -0.021], [0.009, 4.876, -0.877], [-2.605, -2.193, 2.754], [-4.043, -2.359, 0.235], [-3.676, -0.806, 2.531], [0.004, 3.106, -2.970], [2.886, -1.869, -2.211], [0.898, 3.297, 2.171], [-2.897, -1.855, -2.207], [1.959, -0.569, 2.877], [4.030, -2.386, 0.229], [2.602, -2.214, 2.747], [-1.961, -0.547, 2.879], [0.012, 4.700, 1.565], [3.674, -0.827, 2.527], [-0.878, 3.301, 2.173]], "forces_ev_per_angstrom": [[0.00, -1.40, 2.13], [0.00, 0.53, 0.44], [0.00, -0.14, -0.45], [0.00, -0.17, -0.13], [-0.02, 0.12, -0.09], [0.28, 0.48, -0.36], [0.00, -0.16, -1.23], [-0.28, 0.48, -0.36], [0.00, 1.20, 0.03], [0.02, 0.13, -0.09], [-0.14, -0.08, 0.29], [-0.02, -0.06, -0.05], [0.02, -0.06, -0.05], [0.16, 0.00, 0.07], [-0.16, 0.01, 0.07], [0.14, -0.08, 0.29], [0.00, 0.09, 0.31], [0.00, -0.89, -0.38], [0.00, -0.13, 0.16], [0.00, 0.22, 0.13], [0.00, -0.04, -0.15], [0.01, -0.10, -0.15], [-0.01, -0.10, -0.15], [0.00, -0.01, 0.04], [0.06, -0.01, -0.08], [0.00, 0.05, 0.06], [0.02, 0.04, -0.05], [0.00, 0.00, 0.03], [0.01, 0.00, 0.02], [0.02, -0.01, -0.06], [-0.01, 0.01, 0.02], [-0.02, 0.01, -0.03], [0.00, 0.05, 0.06], [-0.06, -0.01, -0.08], [0.02, 0.01, -0.03], [0.00, 0.00, -0.05], [-0.02, 0.04, -0.05], [-0.02, -0.01, -0.06]], "mulliken_spin": [3.882, 0.106, 0.000, 0.013, 0.005, -0.001, -0.043, -0.001, -0.069, 0.005, -0.001, 0.003, 0.003, -0.002, -0.001, -0.001, 0.000, 0.056, 0.045, 0.028, -0.007, -0.006, -0.006, -0.001, 0.000, 0.000, 0.000, -0.008, -0.001, 0.001, -0.001, 0.000, 0.000, 0.000, 0.000, 0.000, 0.000, 0.001]}



{"formula": "C13H15N2S2", "method": "ωB97M-V/def2-TZVPD", "total_charge": 1, "homo_ev": -11.86, "orbital_gap_ev": 9.1, "de_lowest_kj_mol": 0.0, "e_lumo_ev": -2.750, "symbols": ["S", "S", "N", "N", "C", "C", "C", "C", "C", "C", "C", "C", "C", "C", "C", "C", "C", "H", "H", "H", "H", "H", "H", "H", "H", "H", "H", "H", "H", "H", "H", "H"], "positions_angstrom": [[-0.925, 0.255, -1.973], [-2.173, -0.830, 0.324], [1.681, -2.350, 1.011], [0.553, -0.743, 0.141], [-1.633, 1.850, 1.548], [-0.243, 2.620, -0.258], [-0.717, 0.095, -0.171], [-2.349, -1.865, -1.119], [-0.627, 4.086, 1.658], [-1.424, 3.086, 2.221], [-1.994, -1.097, -2.373], [3.759, -2.435, -0.430], [0.526, -1.643, 1.108], [1.686, -0.949, -0.657], [2.424, -1.907, -0.092], [-0.029, 3.845, 0.420], [-0.850, 1.560, 0.420], [-2.403, 1.202, 1.985], [-1.948, 3.310, 3.168], [0.554, 4.660, -0.052], [-2.882, -0.748, -2.918], [-3.368, -2.240, -1.128], [-1.431, -1.752, -3.043], [4.119, -1.937, -1.320], [-0.279, -1.769, 1.835], [-1.672, -2.726, -1.000], [1.848, -0.370, -1.545], [0.128, 2.580, -1.292], [-0.546, 5.083, 2.131], [4.504, -2.261, 0.353], [3.768, -3.509, -0.629], [1.941, -3.099, 1.674]], "forces_ev_per_angstrom": [[0.93, 1.15, -0.31], [-0.77, 0.25, 0.82], [-0.60, -0.15, 0.69], [-1.33, 0.31, -0.41], [0.82, 0.87, 1.32], [1.33, 1.11, 0.77], [-1.28, 0.56, -0.88], [0.70, -0.88, 0.21], [0.05, -0.15, -0.01], [-0.66, -0.05, -0.41], [-0.26, -0.82, -0.63], [0.54, -0.35, -0.09], [1.57, -0.36, 0.18], [-0.83, 1.24, 0.13], [-0.09, -0.87, 1.15], [-0.49, 0.14, -0.58], [0.03, -0.88, -0.46], [0.77, -0.16, -0.26], [0.18, -0.34, -0.75], [-0.53, -0.71, 0.15], [0.30, 0.17, 0.32], [-0.09, 0.01, 0.05], [-0.25, -0.02, -0.02], [0.07, 0.07, -0.19], [0.55, -0.01, -0.34], [-0.28, 0.17, -0.15], [0.05, 0.10, -0.02], [0.07, -0.49, 0.64], [0.12, -0.85, -0.19], [-0.26, 0.12, 0.04], [-0.21, 0.05, 0.00], [-0.15, 0.75, -0.75]], "mulliken_charge": [-0.096, -0.118, -0.041, 0.380, -0.362, -0.428, 0.290, -0.552, -0.333, -0.656, -0.554, -1.311, -0.222, -0.244, 0.181, -0.635, 0.191, 0.336, 0.343, 0.335, 0.415, 0.466, 0.290, 0.334, 0.508, 0.272, 0.540, 0.343, 0.368, 0.337, 0.350, 0.275]}



{"formula": "C13H15NS", "method": "ωB97M-V/def2-TZVPD", "homo_ev": [-6.92, -6.92], "orbital_gap_ev": [6.8, 6.8], "de_lowest_kj_mol": 651.8, "e_lumo_ev": [-0.113, -0.115], "symbols": ["S", "N", "C", "C", "C", "C", "C", "C", "C", "C", "C", "C", "C", "C", "C", "H", "H", "H", "H", "H", "H", "H", "H", "H", "H", "H", "H", "H", "H", "H"], "positions_angstrom": [[0.518, -1.564, -0.985], [1.075, 3.463, -1.687], [-3.825, 0.096, 0.143], [1.019, 0.955, -0.440], [1.285, -0.749, 1.479], [0.292, 1.226, -1.610], [0.345, 2.469, -2.145], [0.764, 0.362, 2.366], [1.860, -1.947, 1.707], [1.950, 3.139, -0.742], [-2.545, -1.784, -1.142], [1.946, 1.972, -0.099], [1.026, -0.389, 0.096], [-1.353, -2.557, -0.685], [-3.170, -0.899, -0.441], [-3.524, 1.104, 0.230], [-0.194, 0.288, 2.730], [2.320, -2.588, 0.839], [0.977, -2.724, -0.391], [1.275, 0.493, 3.429], [-0.371, 0.629, -2.149], [2.847, 1.793, 0.588], [2.688, 3.796, -0.319], [-1.143, -3.447, -1.262], [-0.151, 2.785, -2.959], [0.778, 1.309, 1.977], [1.963, -2.310, 2.671], [-2.584, -1.918, -2.198], [-4.819, -0.141, 0.564], [-1.248, -2.862, 0.434]], "forces_ev_per_angstrom": [[-1.01, -1.68, 0.14], [1.33, 1.21, 0.06], [-0.77, -2.77, -0.30], [0.54, -0.55, -1.46], [0.04, 0.11, -0.57], [0.34, 0.79, 0.95], [1.77, 0.86, 1.89], [3.13, -1.79, 4.22], [0.41, 0.46, -1.88], [-0.47, 1.21, 0.17], [2.45, -1.18, 0.38], [1.35, -3.04, 1.93], [-0.36, -0.31, -0.71], [1.01, 0.10, 2.58], [-1.23, 2.57, 0.61], [0.69, 0.82, -0.12], [-2.78, -1.02, 0.22], [-1.02, 1.37, 1.94], [-0.08, 1.02, -0.63], [-0.27, -0.54, -2.14], [-0.98, -1.66, -0.11], [-1.81, -0.03, -0.66], [0.08, 1.09, -0.66], [-0.01, -0.12, -0.38], [-2.31, 0.32, -2.92], [0.49, 2.06, -1.48], [0.40, -0.76, 1.71], [-1.01, 0.43, -0.81], [0.58, 0.15, -0.09], [-0.50, 0.87, -1.87]], "mulliken_charge": [-0.033, -0.724, -0.887, 0.472, 0.892, -1.013, -0.594, -1.276, -1.125, -0.218, -0.387, -0.337, 0.651, -0.745, 0.332, 0.330, 0.378, 0.193, 0.109, 0.269, 0.349, 0.265, 0.347, 0.505, 0.577, 0.380, 0.383, 0.315, 0.225, 0.368]}



{"formula": "C13H16AuGeN3O2", "method": "ωB97M-V/def2-TZVPD", "total_charge": -2, "homo_ev": -2.22, "orbital_gap_ev": 7.4, "de_lowest_kj_mol": 40.7, "e_lumo_ev": 5.188, "symbols": ["Au", "Ge", "O", "O", "N", "N", "N", "C", "C", "C", "C", "C", "C", "C", "C", "C", "C", "C", "C", "C", "H", "H", "H", "H", "H", "H", "H", "H", "H", "H", "H", "H", "H", "H", "H", "H"], "positions_angstrom": [[0.644, 0.925, -1.769], [-1.086, -1.756, -2.594], [-0.353, -1.144, 1.338], [0.885, -1.322, 3.234], [4.530, 1.154, 0.217], [5.827, 1.882, 2.198], [2.297, 1.553, -0.663], [3.332, 1.394, -0.191], [0.194, -0.680, 2.367], [5.189, 1.578, 1.270], [0.795, -2.443, -2.443], [-0.655, 3.385, 3.336], [0.441, 1.328, 3.859], [-1.047, 0.197, -2.641], [0.082, 2.600, 4.244], [-2.122, -2.379, -1.073], [-1.052, 2.869, 2.115], [-0.719, 1.553, 1.801], [-2.056, -2.437, -4.150], [-0.001, 0.784, 2.679], [-1.454, -2.223, -5.070], [-3.179, -2.177, -1.197], [1.352, -2.216, -3.347], [0.420, 3.009, 5.185], [-0.949, 1.075, 0.851], [-1.926, 0.506, -2.095], [-2.119, -3.450, -0.978], [-1.760, -1.917, -0.146], [1.128, 0.668, 4.436], [-1.111, 0.460, -3.716], [-1.519, 3.556, 1.404], [-0.815, 4.420, 3.556], [-2.288, -3.475, -3.994], [-2.994, -1.881, -4.249], [1.230, -1.882, -1.609], [0.857, -3.513, -2.168]], "forces_ev_per_angstrom": [[-0.13, 0.25, 0.53], [0.75, 0.30, 0.77], [0.14, 0.41, 0.35], [-0.88, 0.76, -1.08], [0.42, -0.02, -0.09], [0.00, -0.01, -0.41], [-1.42, 0.08, -1.05], [1.92, -0.06, 1.18], [1.25, -1.97, 0.88], [-0.69, -0.01, 0.10], [-0.72, -0.26, 0.42], [0.48, -0.49, 0.56], [1.09, -0.86, 1.30], [0.58, -0.56, -0.93], [-0.22, 0.51, -0.80], [-0.11, 0.20, 0.37], [0.34, 0.22, -0.17], [-0.50, 0.48, -0.79], [0.46, 0.89, -0.94], [-0.46, -0.17, -0.43], [-0.52, -0.56, 0.55], [-0.36, 0.54, -0.15], [0.16, -0.11, -0.11], [0.06, 0.12, 0.08], [-0.23, 0.22, 0.10], [-0.44, 0.40, 0.00], [0.47, -0.68, 0.14], [-0.02, -0.17, -0.13], [-0.79, 0.62, -0.19], [-0.25, 0.19, 0.45], [-0.03, -0.44, 0.06], [-0.31, 0.50, 0.20], [0.02, -0.62, -0.31], [0.07, -0.04, 0.09], [-0.07, -0.05, -0.16], [-0.04, 0.36, -0.37]], "mulliken_charge": [0.168, 0.220, -0.652, -0.803, -0.691, -0.608, -0.441, 0.508, 0.242, 0.506, -1.165, -0.144, -0.132, -1.095, -0.570, -0.990, -0.655, 0.060, -1.184, -0.253, 0.316, 0.374, 0.348, 0.349, 0.450, 0.401, 0.395, 0.214, 0.334, 0.431, 0.344, 0.349, 0.368, 0.339, 0.329, 0.339]}



{"formula": "C13H16Cl2N2Ru", "method": "ωB97M-V/def2-TZVPD", "homo_ev": [-6.85, -9.08], "multiplicity": 5, "orbital_gap_ev": [6.0, 7.0], "de_lowest_kj_mol": 89.2, "e_lumo_ev": [-0.826, -2.075], "s2": 6.018, "symbols": ["Ru", "Cl", "Cl", "N", "N", "C", "C", "C", "C", "C", "C", "C", "C", "C", "C", "C", "C", "C", "H", "H", "H", "H", "H", "H", "H", "H", "H", "H", "H", "H", "H", "H", "H", "H"], "positions_angstrom": [[0.375, 0.922, 0.383], [0.020, 3.012, -0.426], [0.523, 1.988, 2.478], [2.080, -3.145, 5.140], [-0.344, -0.681, 1.803], [-2.048, -1.338, 3.321], [-1.628, -0.663, 2.179], [0.226, -1.992, 3.705], [-1.078, 0.300, -1.480], [1.129, -0.032, -2.681], [1.250, -2.622, 4.500], [0.578, -1.347, 2.516], [-1.529, 1.339, -2.488], [0.911, 1.374, -3.239], [-1.116, -2.007, 4.096], [2.115, 0.372, 0.282], [-0.549, 1.545, -3.658], [0.164, -0.332, -1.552], [0.299, -1.297, -1.048], [1.554, 1.538, -4.114], [1.607, -1.293, 2.121], [-3.098, -1.304, 3.582], [-2.512, 1.049, -2.894], [-1.680, 2.311, -1.985], [1.161, 2.126, -2.479], [2.829, 0.647, 1.097], [-1.838, -0.082, -0.789], [-0.691, 2.549, -4.073], [2.167, -0.149, -2.367], [-1.387, -2.573, 4.991], [0.967, -0.757, -3.499], [-0.789, 0.813, -4.446], [-2.287, -0.057, 1.552], [2.619, -0.212, -0.528]], "forces_ev_per_angstrom": [[-0.57, 2.24, 0.45], [-0.54, 1.31, -0.35], [0.12, -0.16, 0.41], [-1.85, 1.18, -1.41], [-0.24, -1.22, 0.27], [-0.26, 0.21, -0.24], [0.64, -0.25, 0.38], [0.21, 0.07, -0.34], [0.60, -0.82, -0.77], [-0.03, 0.28, -0.19], [1.61, -1.18, 1.26], [-0.42, 0.39, -0.07], [-0.09, 0.50, 0.13], [-0.02, 0.11, -0.14], [0.20, -0.23, 0.13], [3.70, -0.78, -0.17], [-0.07, -0.15, 0.02], [-1.44, -0.39, -0.84], [-0.08, 0.38, 0.10], [-0.04, -0.06, 0.23], [-0.63, -0.15, 0.43], [0.07, -0.11, 0.12], [0.22, -0.12, 0.26], [-0.07, -0.60, -0.15], [0.04, -0.25, -0.30], [-0.65, -0.49, -0.34], [0.23, 0.01, -0.21], [-0.08, -0.22, 0.01], [-0.13, -0.08, 0.01], [-0.05, 0.37, -0.29], [-0.05, 0.03, 0.35], [0.14, 0.23, 0.10], [0.04, -0.29, 0.33], [-0.49, 0.26, 0.81]], "mulliken_spin": [2.957, 0.184, 0.197, -0.001, 0.008, 0.018, -0.028, 0.029, 0.044, 0.068, 0.000, -0.010, 0.015, 0.014, -0.001, 0.478, -0.005, -0.049, 0.047, -0.002, -0.038, 0.001, 0.007, 0.003, -0.008, 0.017, 0.038, -0.002, -0.022, 0.000, 0.001, 0.001, 0.006, 0.031]}